# 1
Computed, not measured: one molecule with the formula C4H10N2O at a distorted geometry, with the ωB97M-V functional and the def2-TZVPD basis.

Structure (XYZ):
```
17
Properties=species:S:1:pos:R:3
C 0.560 -1.381 0.538
C -0.863 -0.873 0.529
C -1.105 0.489 -0.195
C -0.301 1.720 0.291
N 0.852 2.044 -0.406
O -0.743 2.439 1.154
N 1.155 -1.415 -0.805
H 1.136 -0.689 1.158
H 0.603 -2.351 1.048
H -1.199 -0.735 1.568
H -1.475 -1.616 0.036
H -2.106 0.847 0.079
H -1.254 0.330 -1.262
H 0.971 3.048 -0.313
H 0.788 1.791 -1.383
H 0.824 -2.215 -1.325
H 2.159 -1.432 -0.712
```

**Energy**: -9338.075 eV
**LUMO**: 0.945 eV
**Strongest force on any atom**: 1.59 eV/A



# 2
Computed, not measured: a 2-piece molecular cluster, C4H10N2O overall at a distorted geometry, with the ωB97M-V functional and the def2-TZVPD basis.

Structure (XYZ):
```
17
Properties=species:S:1:pos:R:3
N -0.670 -0.480 -2.452
C -1.258 0.523 1.135
C -0.628 0.533 -0.271
C -0.281 -0.699 -1.123
C 1.177 -1.138 -0.746
N 2.000 -0.529 -0.009
O 1.267 1.133 1.972
H 1.559 1.144 2.882
H -0.007 -0.618 -3.199
H -1.136 1.542 1.443
H -0.651 -0.191 1.845
H -2.297 0.150 1.071
H -1.314 1.025 -1.046
H 0.246 1.187 -0.284
H -1.010 -1.530 -0.872
H 1.330 -2.159 -1.091
H 1.672 0.107 0.747
```

**Energy**: -9328.986 eV
**LUMO**: -4.521 eV
**Strongest force on any atom**: 3.46 eV/A



# 3
Computed, not measured: one molecule with the formula C4H10N2O at a distorted geometry, with the ωB97M-V functional and the def2-TZVPD basis.

Structure (XYZ):
```
17
Properties=species:S:1:pos:R:3
C 1.130 0.198 1.773
N 0.004 -0.666 1.349
C -0.810 1.611 0.437
C -0.743 0.037 0.241
C -0.150 -0.266 -1.100
N 0.176 -1.661 -1.184
O 0.184 0.614 -2.018
H 1.818 0.431 0.916
H 1.887 -0.480 2.293
H 1.054 1.124 2.336
H -0.533 -0.607 2.186
H 0.176 2.010 0.194
H -1.419 2.052 -0.367
H -1.192 1.760 1.410
H -1.795 -0.181 0.035
H 1.000 -1.976 -1.652
H -0.288 -2.237 -0.466
```

**Energy**: -9336.652 eV
**LUMO**: 0.847 eV
**Strongest force on any atom**: 6.29 eV/A



# 4
Computed, not measured: one molecule with the formula C4H10N2O at a distorted geometry, with the ωB97M-V functional and the def2-TZVPD basis.

Structure (XYZ):
```
17
Properties=species:S:1:pos:R:3
C 0.318 -0.069 -1.961
C 0.987 0.383 -0.661
C 0.905 -0.700 0.432
C -0.247 -0.386 1.462
N 0.111 0.706 2.275
O -1.367 -0.815 1.368
N -0.863 0.527 -2.540
H 0.102 -1.147 -1.991
H 1.037 -0.132 -2.716
H 2.109 0.445 -0.697
H 0.663 1.531 -0.384
H 0.803 -1.735 0.060
H 1.989 -0.687 0.852
H -0.531 0.967 3.037
H 0.843 1.389 1.926
H -1.813 0.373 -2.074
H -0.770 1.508 -2.735
```

**Energy**: -9336.825 eV
**LUMO**: 0.888 eV
**Strongest force on any atom**: 3.07 eV/A



no.,HOMO-LUMO gap (eV)
1,10.46
2,3.51
3,10.45
4,10.04